# 1
Computed, not measured: an isolated molecule of C4H3NO2 in a non-equilibrium geometry, with ωB97M-V with the def2-TZVPD basis set.

```
10
Properties=species:S:1:pos:R:3:forces:R:3
O -0.582 -3.560 0.754 -0.2 -1.2 0.4
C -0.212 -2.465 0.672 0.4 0.6 -0.2
N -0.055 -1.303 0.432 -0.3 1.5 -0.5
O 0.950 -0.391 0.644 0.5 -1.0 0.6
C 0.753 0.839 -0.044 -1.0 0.7 -0.7
C -0.298 1.018 -1.078 0.5 0.3 1.3
C -0.496 1.632 0.059 0.5 -1.0 -0.6
H 1.730 1.305 -0.089 0.1 -0.1 0.0
H -0.638 0.756 -2.048 -0.2 -0.1 -0.5
H -1.153 2.169 0.699 -0.3 0.4 0.2
```
Forces are in eV/Å.

Its HOMO energy is -9.33 eV. Its total charge is 0. As for the lowest unoccupied orbital energy: 0.8 eV. The calculation puts the total energy at -9776.52438 eV. For the molar mass, the calculation gives 97.1 g mol⁻¹. For the maximum force, the calculation gives 1.621 eV/A.

=====

# 2
Computed, not measured: an isolated molecule of C4H3NO2 in a non-equilibrium geometry, with ωB97M-V with the def2-TZVPD basis set.

```
10
Properties=species:S:1:pos:R:3:forces:R:3
O 1.059 -1.857 1.456 -1.3 2.3 -2.1
C 0.531 -1.027 0.694 2.4 -1.5 4.6
C -0.222 -1.277 -0.444 0.3 -2.2 -3.1
N -0.612 -0.330 -1.184 -1.7 2.7 -0.7
C -0.531 1.015 -0.749 -3.1 2.2 -1.0
C 0.150 1.324 0.352 0.3 1.0 0.2
O 0.680 0.324 0.982 2.0 -2.5 2.3
H -0.219 -2.315 -0.921 -0.2 1.3 1.2
H -1.307 1.888 -1.085 2.2 -2.6 -0.2
H 0.471 2.256 0.900 -1.0 -0.7 -1.3
```
Forces are in eV/Å.

Its HOMO energy is -9.64 eV. Its total charge is 0. As for the lowest unoccupied orbital energy: -0.4 eV. The calculation puts the total energy at -9779.42272 eV. For the molar mass, the calculation gives 97.1 g mol⁻¹. For the maximum force, the calculation gives 5.447 eV/A.

=====

# 3
Computed, not measured: an isolated molecule of C4H3NO2, with ωB97M-V with the def2-TZVPD basis set.

```
10
Properties=species:S:1:pos:R:3:forces:R:3
O -0.768 1.958 -1.928 0.3 -0.1 0.4
C 0.016 1.744 -1.038 -0.2 0.1 -0.3
C 0.106 0.454 -0.316 0.0 0.0 0.1
N 1.106 0.015 0.382 -0.3 0.1 -0.1
C 0.639 -1.162 0.933 -0.1 -0.2 0.1
C -0.646 -1.348 0.543 0.1 -0.1 0.1
O -0.992 -0.326 -0.274 0.0 0.0 0.0
H 0.708 2.508 -0.648 0.1 0.0 -0.2
H 1.249 -1.776 1.580 -0.1 0.1 -0.1
H -1.419 -2.065 0.767 0.2 0.0 -0.1
```
Forces are in eV/Å.

Its HOMO energy is -9.96 eV. Its total charge is 0. As for the lowest unoccupied orbital energy: -0.1 eV. The calculation puts the total energy at -9780.57120 eV. For the molar mass, the calculation gives 97.1 g mol⁻¹. For the maximum force, the calculation gives 0.524 eV/A.

=====

# 4
Computed, not measured: an isolated molecule of C4H3NO2S in a non-equilibrium geometry, with ωB97M-V with the def2-TZVPD basis set.

```
11
Properties=species:S:1:pos:R:3:forces:R:3
C 0.398 -0.914 -1.016 1.1 1.0 0.8
C -0.684 -0.957 -0.322 -3.0 0.7 1.7
C 1.459 -0.126 -0.215 2.9 -2.5 -1.7
C 1.026 1.234 -0.054 -1.9 0.7 2.1
N -0.081 1.442 0.697 2.2 1.8 -2.4
O -2.282 0.116 1.463 -0.7 0.2 0.2
O 2.572 -0.679 -0.075 -2.2 1.6 0.4
S -0.850 -0.057 1.341 0.8 0.2 -0.8
H 0.585 -1.320 -1.978 0.2 -0.3 -0.6
H -1.734 -1.227 -0.473 0.6 -0.7 -0.4
H -0.408 2.487 0.632 0.0 -2.9 0.7
```
Forces are in eV/Å.

Its HOMO energy is -9.30 eV. Its total charge is 0. As for the lowest unoccupied orbital energy: -1.0 eV. The calculation puts the total energy at -20611.81531 eV. For the molar mass, the calculation gives 129.1 g mol⁻¹. For the maximum force, the calculation gives 4.179 eV/A.

=====

# 5
Computed, not measured: an isolated molecule of C4H3NOS2 in a non-equilibrium geometry, with ωB97M-V with the def2-TZVPD basis set.

```
11
Properties=species:S:1:pos:R:3:forces:R:3
C 0.859 -0.215 3.219 0.5 -0.7 -1.1
C 0.826 -0.779 2.163 -1.6 0.2 -0.3
C 0.434 -1.304 0.870 -0.4 1.3 -1.7
O -1.004 -1.444 0.558 0.0 1.9 -1.2
N -1.388 -0.379 -0.421 -0.3 0.4 -0.2
C -0.406 0.389 -0.939 -2.1 1.2 -0.2
S -0.630 1.810 -1.853 -0.1 -1.5 0.5
S 1.124 -0.069 -0.486 1.2 -1.7 1.5
H 1.153 0.281 4.068 0.1 0.8 1.6
H 0.795 -2.290 0.726 0.6 -0.8 -0.3
H -2.393 -0.195 -0.768 2.0 -1.0 1.5
```
Forces are in eV/Å.

Its HOMO energy is -8.63 eV. Its total charge is 0. As for the lowest unoccupied orbital energy: 0.0 eV. The calculation puts the total energy at -29399.57797 eV. For the molar mass, the calculation gives 145.2 g mol⁻¹. For the maximum force, the calculation gives 2.708 eV/A.

=====

# 6
Computed, not measured: an isolated molecule of C4H3NOS2 in a non-equilibrium geometry, with ωB97M-V with the def2-TZVPD basis set.

```
11
Properties=species:S:1:pos:R:3:forces:R:3
N -2.492 0.340 1.510 -0.1 0.0 0.1
C -2.079 -0.058 0.518 0.0 0.0 -1.1
C -1.501 -0.555 -0.757 0.2 -0.2 1.4
S 0.194 -1.134 -0.353 -0.1 0.7 -0.5
C 1.008 0.407 -0.074 -1.1 0.7 -0.2
S 0.469 1.936 -0.320 0.3 -1.1 0.1
C 2.336 0.193 0.561 0.3 -0.6 0.1
O 2.841 -0.882 0.673 0.0 -1.4 -0.2
H -1.598 0.128 -1.569 0.5 1.1 -0.2
H -2.063 -1.379 -1.155 -0.2 -0.9 0.4
H 2.884 1.003 0.968 0.1 1.7 0.2
```
Forces are in eV/Å.

Its HOMO energy is -9.67 eV. Its total charge is 0. As for the lowest unoccupied orbital energy: -1.7 eV. The calculation puts the total energy at -29402.99665 eV. For the molar mass, the calculation gives 145.2 g mol⁻¹. For the maximum force, the calculation gives 1.747 eV/A.

=====

# 7
Computed, not measured: a structure of composition C4H3NS2 in a non-equilibrium geometry, with ωB97M-V with the def2-TZVPD basis set.

```
10
Properties=species:S:1:pos:R:3:forces:R:3
C -1.188 -0.687 -0.011 -0.9 0.0 -1.2
C 0.071 1.243 -0.047 -0.4 0.9 -0.3
C 0.205 -0.197 0.432 0.4 -0.5 0.1
C 1.315 -0.897 -0.195 0.4 -1.4 -0.8
H 0.717 1.549 -0.884 -0.3 -0.4 0.3
H 0.150 1.990 0.738 0.0 0.0 0.1
H 0.312 -0.277 1.510 -0.1 0.0 0.2
N 2.061 -1.562 -0.776 -0.4 0.8 0.6
S -1.970 -2.103 -0.205 0.9 1.2 0.6
S -1.672 0.942 -0.562 0.3 -0.5 0.4
```
Forces are in eV/Å.

Its HOMO energy is -9.25 eV. Its total charge is 0. As for the lowest unoccupied orbital energy: -0.7 eV. The calculation puts the total energy at -27355.73956 eV. For the molar mass, the calculation gives 129.2 g mol⁻¹. For the maximum force, the calculation gives 1.604 eV/A.

=====

# 8
Computed, not measured: the ion C4H3O2 with charge -1 in a non-equilibrium geometry, with ωB97M-V with the def2-TZVPD basis set.

```
9
Properties=species:S:1:pos:R:3:forces:R:3
C -2.161 -0.713 -0.204 -1.5 -1.6 0.8
C -1.036 -0.298 -0.251 0.6 -0.2 -0.6
C 0.172 0.466 -0.128 -0.2 2.2 1.7
C 1.698 -0.040 0.156 -2.1 -1.9 -0.4
O 2.019 -1.043 -0.515 0.2 0.7 0.2
O 2.250 0.611 1.027 1.0 0.8 0.5
H -3.016 -1.298 0.154 0.7 0.7 -0.7
H -0.252 1.156 0.705 1.6 -0.7 -0.9
H 0.328 1.160 -0.945 -0.3 0.0 -0.6
```
Forces are in eV/Å.

Its HOMO energy is -4.10 eV. Its total charge is -1. As for the lowest unoccupied orbital energy: 4.1 eV. The calculation puts the total energy at -8290.74195 eV. For the molar mass, the calculation gives 83.1 g mol⁻¹. For the maximum force, the calculation gives 2.839 eV/A.